[1]
11
Properties=species:S:1:pos:R:3:forces:R:3 method="wB97M-V/def2-TZVPD" charge=0 smiles="C=C.C=N" gap_ha=0.4047 relative_energy_kj_mol=224.9
H -3.029 -1.143 0.847 0.4851 0.1706 0.0818
C -2.832 -2.925 2.002 -1.3546 -0.2871 -0.3057
H -2.618 -3.666 1.242 -0.1103 0.2488 -0.3705
H -3.239 -3.364 2.908 1.0002 0.0645 0.4959
C -3.023 -1.621 1.816 0.7849 -0.6770 0.4132
H -3.036 -1.054 2.740 -0.8056 0.4801 -0.3148
H 3.419 3.774 -1.330 -0.4975 -0.8709 1.2661
H 2.489 2.493 -2.689 0.0418 -0.1200 -1.0071
N 4.066 3.022 -1.574 0.9639 0.8447 -1.4243
H 4.227 2.057 -3.374 -0.1055 -1.1295 0.3581
C 3.575 2.427 -2.589 -0.4024 1.2757 0.8072

[2]
52
Properties=species:S:1:pos:R:3:forces:R:3 method="wB97M-V/def2-TZVPD" charge=-2 spin_multiplicity=2 s2=0.7900 gap_ha="0.2615 / 0.2803"
F -17.069 7.959 -8.884 -0.9735 0.0419 1.1518
C -17.482 4.642 -15.080 0.5818 -0.6245 -0.3115
H -21.010 2.429 -13.971 -0.1276 -0.0490 -0.0279
O -18.157 9.161 -11.898 -4.9883 -1.1772 1.6015
V -20.219 8.272 -11.367 -1.4871 1.9611 0.7029
H -18.845 3.600 -11.264 -0.5581 0.0552 -0.4669
H -22.751 2.071 -14.250 0.2113 -0.1803 -0.4288
C -20.840 6.410 -7.482 0.6984 1.7716 1.2495
O -21.752 10.792 -14.376 1.2517 0.3888 -2.9336
H -19.641 7.505 -16.231 0.0913 -0.1588 0.3660
C -21.792 10.676 -13.086 -1.8763 -0.7100 2.4076
H -20.712 6.113 -15.807 0.6588 -0.2422 -0.0337
C -20.537 2.252 -11.097 3.4181 1.2850 0.4080
F -20.233 5.101 -13.720 0.0247 0.1525 -1.1095
C -20.381 6.792 -16.594 -0.4086 0.8181 0.5359
C -17.044 9.584 -12.213 4.8189 -1.6828 0.3563
O -17.025 10.423 -13.248 -1.4496 1.4567 -1.1042
H -22.276 3.615 -13.657 0.2733 0.2165 -0.2297
N -21.562 3.784 -16.765 -0.2189 -0.6012 0.9055
O -21.460 8.000 -10.401 2.3833 0.9845 -1.9756
F -18.946 6.524 -12.478 0.8498 1.1476 -0.4033
F -17.182 6.746 -10.677 0.2445 -1.0356 -0.6941
F -21.059 7.038 -12.854 -1.8560 3.1643 -0.6153
C -20.952 5.290 -8.486 0.1535 0.2540 0.8185
B -20.202 6.030 -12.690 1.5394 -4.2674 0.0507
C -17.940 3.248 -14.854 0.5143 1.8876 -0.2605
C -21.755 3.331 -15.718 -0.1217 0.2246 0.1361
H -20.007 4.957 -8.913 0.2068 0.9756 0.0142
O -20.987 9.995 -12.466 4.9602 -4.1947 1.3706
H -22.384 11.508 -14.477 -0.4061 0.0554 -0.6750
C -19.098 2.553 -11.098 0.2156 -0.1973 -0.0688
B -17.849 6.984 -9.496 3.4950 -0.2696 -0.8016
O -22.715 11.170 -12.495 -3.0214 2.6104 0.9250
O -15.945 9.236 -11.834 0.7529 -0.2439 1.1703
H -18.625 2.374 -10.132 -0.3209 -0.4823 0.0974
F -18.027 5.805 -8.789 0.1949 -0.4164 0.8297
H -21.623 5.605 -9.286 -0.0044 -0.2381 0.1396
H -17.245 5.143 -14.141 -0.7325 0.1540 0.0418
H -19.928 6.278 -17.442 -0.6205 -0.0539 -0.0775
H -16.528 4.663 -15.607 0.1177 -0.5049 -0.1014
H -17.984 10.413 -13.243 -0.9993 1.2770 -1.6278
H -18.646 1.917 -11.859 0.2481 0.1827 0.0210
N -20.738 7.315 -6.729 -0.4965 -2.9972 -2.2786
H -18.158 5.161 -15.760 -0.3081 0.0909 0.6195
N -21.645 2.071 -11.013 -3.0083 -0.7516 0.0141
C -21.962 2.819 -14.332 0.0168 0.3160 -0.3834
C -21.587 7.587 -16.867 1.4449 -1.0418 -0.5468
F -20.552 5.343 -11.561 -0.7239 -0.6912 1.5637
N -22.529 8.180 -17.100 -1.2013 0.7737 -0.2424
F -19.127 7.392 -9.834 -2.4170 1.3111 -0.4343
H -21.250 4.367 -7.990 -0.7714 0.2329 0.1676
N -18.323 2.189 -14.673 -0.2687 -0.9778 0.1675

[3]
59
Properties=species:S:1:pos:R:3:forces:R:3 method="wB97M-V/def2-TZVPD" charge=+2 gap_ha=0.0732 relative_energy_kj_mol=107.8
Br -1.091 1.370 3.718 0.7802 -0.4113 -1.0220
B -1.602 2.776 0.243 -1.3086 1.3612 1.9102
Br -3.521 2.760 2.028 -0.1158 -0.6134 1.0434
H -3.319 -2.262 -0.469 0.3277 1.2723 -0.9641
O -0.615 0.125 -4.491 0.2418 -0.3365 0.4126
H -2.288 1.484 -2.107 0.4286 -0.1718 0.8443
C 5.952 -5.561 3.864 0.1120 -0.2946 0.0394
C -1.258 0.270 2.065 -0.3945 0.2197 0.2007
O 1.133 -0.856 -3.451 -0.3430 0.1360 0.2296
Cl 2.654 0.113 2.207 0.0397 0.1205 0.2391
H -2.719 -1.700 -2.198 -0.1623 0.8021 1.5989
C -0.421 0.502 0.740 1.2240 0.4242 1.0166
C 0.682 -0.279 -4.394 0.6153 -0.0837 -0.3549
Br -2.573 2.760 -5.411 -1.9051 1.6818 0.7284
H -4.112 4.877 1.250 0.2357 0.8618 -0.6403
H -3.999 6.409 0.287 0.6116 -0.5090 0.2128
O 1.384 0.055 -5.497 -0.4310 -0.1433 0.6320
H -0.621 2.002 -5.322 0.5366 -0.1294 0.0107
H 5.231 -3.563 3.539 0.0611 -0.0684 0.1029
H 0.578 0.949 1.043 -1.1850 -0.6997 -0.4854
Be 0.862 4.738 1.876 0.7831 0.4100 0.6996
C 4.371 -5.633 6.068 -0.0063 0.0655 -0.0504
H 6.597 -5.578 2.991 -0.0119 0.0605 0.0048
H -1.662 0.821 -6.141 0.1938 -0.4262 0.0274
C -1.921 0.776 -1.320 -0.4915 -1.3310 -0.7911
H 0.876 1.326 -7.072 0.1600 -0.0855 0.1479
H -4.666 -0.309 0.273 0.0119 0.6290 0.3081
H -1.895 4.954 -0.899 -0.6873 -0.4300 0.4096
H 4.365 0.106 0.596 -0.1071 -0.0296 0.0400
H -4.467 -1.465 -1.683 2.0168 2.2755 1.8890
H -0.283 4.249 0.467 -0.2827 -0.1467 0.0382
C -3.144 0.004 -0.737 0.0638 -1.4253 -0.1416
H 5.198 -7.615 6.254 -0.0438 0.0453 0.0316
H 3.774 -3.631 5.565 0.0276 -0.0222 0.0080
N -1.011 1.444 -0.307 -0.9415 0.4779 -0.0917
O -0.770 3.605 1.052 -0.4709 -1.1386 -2.1003
C -2.904 4.643 -0.536 -1.2041 1.6803 0.2152
H 3.754 -5.704 6.954 0.0390 -0.0238 -0.0108
C -3.431 5.527 0.651 0.5516 -0.6619 -0.1641
Cl 2.602 -1.030 -0.454 -0.0480 0.0566 -0.2044
H -2.588 5.789 1.333 -0.7622 0.1106 -0.5511
H 0.196 -0.311 -7.147 0.0307 -0.0112 0.0794
N -3.985 0.445 0.096 0.6408 -0.3563 -0.8056
H -3.602 4.769 -1.399 0.5451 -0.7377 0.6951
K -4.231 -3.092 -2.447 -2.1999 -6.6888 -3.8531
C -0.714 0.962 -5.638 0.5459 -0.6960 -0.7689
C 5.172 -6.696 5.678 0.2265 -0.1622 -0.1908
Cl 4.476 -2.041 1.521 -0.1760 0.2400 -0.1382
H -1.285 0.032 -1.867 -0.3631 0.7027 0.5110
C 4.385 -4.484 5.293 -0.0779 0.0929 0.0148
C 5.192 -4.443 4.168 -0.0413 -0.0651 0.0490
H -0.195 1.777 -0.855 -0.2048 -0.3336 0.2255
C 0.451 0.517 -6.481 0.1916 0.0523 -0.6122
N 5.956 -6.678 4.596 -0.2473 0.3206 0.0840
C -3.378 -1.474 -1.298 0.3924 3.7621 1.1429
C 3.628 -0.620 0.924 0.2981 -0.2927 0.0115
O -2.902 3.201 -0.112 2.2523 0.2434 -1.9671
H -0.279 -0.486 0.238 -0.0415 0.8021 0.5610
O -2.018 -0.626 2.157 0.0693 -0.3812 -0.5074

[4]
8
Properties=species:S:1:pos:R:3:forces:R:3 method="wB97M-V/def2-TZVPD" charge=0 smiles="[H]/N=C(/C)Br" gap_ha=0.3918 relative_energy_kj_mol=98.7
C 0.366 0.770 0.242 6.2256 1.6605 4.6905
N 1.409 0.629 1.195 -5.4628 0.1410 -5.1464
H 0.098 -0.625 -1.123 1.7904 -0.9563 -3.6127
H -0.317 -1.195 0.331 -0.4382 0.0670 0.4143
H -1.396 -0.077 -0.579 -1.6292 0.3653 -0.2561
Br 0.044 2.565 -0.674 0.2681 -1.4549 0.7303
C -0.420 -0.331 -0.320 0.1522 0.1039 3.4533
H 2.042 1.435 1.293 -0.9062 0.0735 -0.2730

[5]
19
Properties=species:S:1:pos:R:3:forces:R:3 method="wB97M-V/def2-TZVPD" charge=-1 smiles=C[C@H](N)CCC[O-] gap_ha=0.2213 relative_energy_kj_mol=123.0
H -1.729 1.353 1.546 -0.3714 -0.8098 -1.8253
H -2.796 -1.715 0.926 0.5535 0.1677 -0.6369
H -0.065 -0.306 -1.330 -0.8524 0.1657 -1.6917
H 1.349 0.788 1.089 0.5927 -0.2142 -0.7425
H 0.771 -1.255 -0.186 -0.3686 0.8055 0.0052
N -1.838 0.889 0.586 1.1219 0.8931 1.4291
C 2.437 0.791 -0.916 0.3744 -2.0050 2.0775
H 0.682 1.777 -0.085 -1.1155 1.8904 -0.6056
H 2.251 1.029 -2.055 -0.0757 -0.0978 1.6462
H 2.990 1.564 -0.376 0.4734 1.2445 -0.8367
C 1.122 0.834 -0.006 0.8983 -1.4663 -0.3027
H -1.392 -2.593 0.134 -0.4123 1.6175 0.7487
H -0.572 -0.438 1.628 -0.4616 -0.5427 -0.1018
C -1.941 -1.576 0.219 0.4473 -1.4512 -0.2699
C -1.020 -0.355 0.625 -0.7270 -1.4182 -0.7810
C 0.178 -0.309 -0.311 1.1565 -0.7295 1.6848
O 3.115 -0.390 -0.642 -0.7293 0.7062 -1.1544
H -2.327 -1.550 -0.849 0.2128 0.8219 1.2569
H -1.217 1.461 0.004 -0.7170 0.4221 0.0999

Which value of charge does entry 5 give?
-1

The lowest charge belongs to which entry?
C12H17B2F8N5O7V